Entry 1:
This record from OMol25 describes a structure of composition C42H43BrEuFI2N3OP2S3 at a distorted geometry. The level of theory is ωB97M-V/def2-TZVPD.

Properties
Spin multiplicity = 8
Net charge = -2
ΔE to the lowest compared entry with this formula, charge and spin = 0.000 eV

Each line ends with the Mulliken spin population.
Element x y z (Å)
Eu: -0.756 0.429 0.763  7.045
S: -0.619 -1.846 5.082  0.000
C: -0.299 -1.445 3.504  0.006
S: 0.870 -0.198 3.202  -0.007
S: -1.246 -2.180 2.254  -0.003
I: -3.403 -0.946 -0.878  0.005
C: -2.453 -0.693 -2.762  -0.023
C: -3.151 -1.214 -3.856  0.000
C: -2.554 -1.272 -5.116  0.001
C: -1.344 -0.676 -5.328  -0.001
C: -0.565 -0.111 -4.268  0.001
C: 0.704 0.439 -4.540  0.005
C: 1.465 0.899 -3.465  0.007
C: 0.892 0.934 -2.163  -0.002
C: -0.319 0.404 -1.895  0.072
C: -1.151 -0.114 -2.915  -0.050
H: -4.156 -1.582 -3.719  0.000
H: -3.034 -1.700 -5.986  0.000
H: -0.919 -0.695 -6.329  0.000
H: 1.085 0.422 -5.566  0.000
H: 2.494 1.204 -3.574  0.000
H: 1.488 1.361 -1.371  -0.054
C: -2.547 4.320 3.677  0.001
P: -1.262 3.018 3.463  0.008
C: -0.856 2.507 5.191  0.001
C: 0.176 4.121 3.036  -0.003
C: 1.550 3.454 2.984  -0.004
P: 1.954 2.615 1.390  0.018
C: 2.415 4.099 0.381  0.002
C: 3.636 1.978 1.781  0.003
H: -2.223 5.059 4.412  0.000
H: -3.503 3.884 4.009  0.000
H: -2.706 4.826 2.721  0.000
H: 0.030 3.023 5.547  0.000
H: -0.637 1.433 5.133  0.000
H: -1.718 2.691 5.844  0.000
H: 0.151 4.934 3.780  0.000
H: -0.078 4.551 2.058  0.002
H: 1.627 2.681 3.771  -0.001
H: 2.321 4.205 3.157  0.001
H: 3.124 4.695 0.948  0.000
H: 1.580 4.746 0.051  0.000
H: 2.949 3.750 -0.511  0.000
H: 4.167 2.685 2.407  0.000
H: 4.212 1.825 0.874  0.000
H: 3.553 1.003 2.313  0.000
C: 1.182 -4.665 -4.830  0.000
C: 2.466 -4.120 -4.237  0.000
C: 3.522 -4.999 -3.895  0.000
C: 4.647 -4.528 -3.223  0.000
C: 4.689 -3.214 -2.775  0.000
N: 5.820 -2.810 -2.032  0.000
C: 5.943 -2.098 -0.851  0.000
O: 7.043 -1.695 -0.500  0.000
N: 4.851 -1.813 -0.015  0.000
C: 3.540 -2.364 0.052  0.007
C: 3.238 -3.712 0.317  0.000
C: 1.897 -4.060 0.354  0.001
C: 0.921 -3.115 0.113  -0.001
N: 1.168 -1.808 -0.016  -0.009
C: 2.464 -1.444 -0.089  0.006
C: 3.665 -2.316 -3.133  0.000
C: 2.601 -2.751 -3.911  0.000
H: 1.368 -5.683 -5.200  0.000
H: 0.834 -4.084 -5.682  0.000
H: 0.368 -4.709 -4.075  0.000
H: 3.428 -6.060 -4.180  0.000
H: 5.455 -5.229 -2.965  0.000
H: 6.748 -3.004 -2.419  0.000
H: 5.169 -1.216 0.731  0.000
H: 4.045 -4.419 0.504  0.000
H: 1.591 -5.070 0.630  0.000
H: -0.112 -3.428 0.122  0.000
H: 2.678 -0.382 -0.217  -0.015
H: 3.707 -1.281 -2.771  0.000
H: 1.795 -2.061 -4.199  0.000
F: -3.318 6.304 -1.406  0.000
C: -2.880 5.128 -0.965  0.003
C: -3.750 4.335 -0.227  -0.001
C: -3.283 3.046 0.158  0.003
C: -1.953 2.707 -0.098  -0.009
C: -1.075 3.525 -0.809  -0.007
C: -1.542 4.784 -1.242  0.001
H: -4.759 4.717 -0.053  0.000
H: -3.984 2.397 0.664  0.002
H: -0.081 3.220 -1.115  -0.017
H: -0.899 5.448 -1.810  0.000
Br: -6.745 1.266 3.597  0.000
C: -6.228 -0.536 3.755  0.000
C: -7.223 -1.489 3.930  0.000
C: -6.882 -2.830 4.042  0.000
C: -5.556 -3.204 3.952  0.000
C: -4.539 -2.261 3.766  0.000
C: -4.884 -0.924 3.631  0.001
I: -3.382 0.564 3.253  0.008
H: -8.261 -1.153 4.011  0.000
H: -7.642 -3.602 4.143  0.000
H: -5.306 -4.267 4.021  0.000
H: -3.499 -2.556 3.701  0.000

---

Entry 2:
This record from OMol25 describes a cluster of 2 separate species, C6H4Br4O2 in total at a distorted geometry. The level of theory is ωB97M-V/def2-TZVPD.

Properties
ΔE to the lowest compared entry with this formula, charge and spin = 5.442 eV

Each line ends with the Löwdin charge.
Element x y z (Å)
C: -1.405 -1.220 1.329  0.122
C: -0.327 -0.863 1.113  -0.163
C: 0.852 0.083 -0.741  -0.668
C: -0.349 0.426 -1.352  -0.669
C: 0.963 -0.325 0.803  -0.444
C: -1.439 0.940 -0.775  -0.732
O: 1.506 0.763 1.597  -0.095
O: -2.665 0.862 -1.260  -0.002
Br: 3.952 -1.935 0.787  -0.121
Br: 2.319 -0.081 -1.736  0.927
Br: -0.786 0.071 -3.280  0.724
Br: -1.253 2.101 0.826  0.848
H: -2.278 -1.875 1.398  0.076
H: 1.650 -1.149 0.895  -0.014
H: 2.519 0.630 1.660  0.115
H: -3.259 1.572 -1.265  0.098

---

Entry 3:
This record from OMol25 describes a structure of composition C33H36ClN5Ta. The level of theory is ωB97M-V/def2-TZVPD.

Properties
Net charge = +3
ΔE to the lowest compared entry with this formula, charge and spin = 0.222 eV

Each line ends with the Löwdin charge.
Element x y z (Å)
Ta: -0.047 0.306 0.244  1.954
C: -3.869 0.414 -0.455  -0.177
C: -3.372 1.534 0.449  -0.161
C: -2.606 1.103 1.714  -0.167
N: -1.140 1.335 1.598  -0.148
C: -0.510 2.276 2.403  -0.179
C: -1.113 2.816 3.535  0.048
C: -0.694 3.817 4.404  0.010
C: 0.442 4.603 4.362  0.000
C: 1.484 4.496 3.454  0.010
C: 1.665 3.570 2.440  0.045
C: 0.839 2.537 1.986  -0.198
N: 1.258 1.682 1.004  -0.158
C: 2.658 1.741 0.551  -0.196
C: 3.042 0.479 -0.203  -0.167
C: 2.823 -0.763 0.642  -0.202
N: 1.387 -1.059 0.747  -0.146
C: 0.991 -2.232 1.341  -0.198
C: 1.915 -3.061 1.985  0.048
C: 1.740 -4.298 2.578  0.017
C: 0.589 -5.071 2.700  0.002
C: -0.678 -4.750 2.259  0.014
C: -1.117 -3.599 1.605  0.050
C: -0.416 -2.472 1.206  -0.209
N: -1.037 -1.441 0.521  -0.168
C: -2.365 -1.680 -0.059  -0.201
C: -2.798 -0.536 -0.988  -0.172
H: -4.632 -0.177 0.059  0.132
H: -4.376 0.876 -1.303  0.129
H: -2.741 2.223 -0.126  0.106
H: -4.235 2.127 0.753  0.129
H: -2.997 1.680 2.542  0.100
H: -2.779 0.058 1.968  0.119
H: -2.065 2.392 3.814  0.116
H: -1.379 4.022 5.218  0.136
H: 0.532 5.371 5.120  0.136
H: 2.290 5.211 3.569  0.136
H: 2.597 3.685 1.906  0.115
H: 2.802 2.623 -0.081  0.138
H: 3.320 1.833 1.416  0.133
H: 2.503 0.386 -1.157  0.097
H: 4.095 0.551 -0.473  0.142
H: 3.313 -1.620 0.176  0.126
H: 3.269 -0.613 1.630  0.138
H: 2.930 -2.692 2.024  0.115
H: 2.638 -4.730 3.005  0.137
H: 0.701 -6.026 3.198  0.136
H: -1.448 -5.486 2.454  0.136
H: -2.176 -3.595 1.388  0.119
H: -2.312 -2.613 -0.625  0.120
H: -3.115 -1.816 0.724  0.125
H: -1.920 0.041 -1.340  0.063
H: -3.156 -0.983 -1.916  0.131
C: -0.318 -2.375 -4.441  -0.069
C: -0.511 -2.815 -3.136  -0.092
C: 0.558 -2.846 -2.247  -0.111
C: 1.821 -2.433 -2.661  -0.097
C: 2.013 -1.996 -3.967  -0.071
C: 0.945 -1.971 -4.857  -0.081
H: -1.141 -2.385 -5.144  0.120
H: -1.484 -3.187 -2.838  0.105
H: 0.421 -3.264 -1.256  0.092
H: 2.667 -2.499 -1.988  0.101
H: 3.003 -1.713 -4.302  0.119
H: 1.104 -1.674 -5.886  0.121
Cl: -0.283 5.148 -2.710  0.806
C: -0.113 3.452 -2.807  -0.629
C: 0.030 2.802 -4.032  0.003
C: 0.161 1.423 -4.048  0.020
C: 0.150 0.720 -2.861  -0.093
N: 0.021 1.355 -1.676  -0.121
C: -0.114 2.703 -1.650  -0.142
H: 0.038 3.375 -4.951  0.141
H: 0.270 0.883 -4.978  0.128
H: 0.246 -0.360 -2.840  0.074
H: -0.215 3.181 -0.685  0.110

---

Entry 4:
This record from OMol25 describes a structure of composition C5H12O2. The level of theory is ωB97M-V/def2-TZVPD.

Properties
ΔE to the lowest compared entry with this formula, charge and spin = 4.804 eV

Each line ends with the Löwdin charge.
Element x y z (Å)
C: -2.487 1.342 0.002  -0.111
C: -1.370 0.426 0.494  -0.231
C: -0.666 -0.305 -0.659  -0.499
O: -0.213 0.652 -1.612  -0.052
C: 0.361 -1.355 -0.364  0.057
C: 2.856 -0.829 0.100  -0.089
O: 1.587 -0.360 0.584  -0.171
H: -2.084 2.087 -0.689  0.070
H: -3.249 0.767 -0.539  0.076
H: -2.983 1.861 0.830  0.068
H: -0.626 1.017 1.048  0.105
H: -1.774 -0.323 1.189  0.108
H: -1.427 -0.920 -1.176  0.149
H: 0.715 0.808 -1.404  0.075
H: -0.013 -1.919 0.516  0.043
H: 3.655 -0.273 0.598  0.090
H: 2.954 -1.906 0.255  0.091
H: 2.853 -0.640 -0.971  0.088
H: 1.518 -0.532 1.534  0.133

---

Which of these has the highest ΔE to the lowest compared entry with this formula, charge and spin? C6H4Br4O2

---

The highest ΔE to the lowest compared entry with this formula, charge and spin belongs to which entry? C6H4Br4O2

---

Which of these has the highest ΔE to the lowest compared entry with this formula, charge and spin? C6H4Br4O2

---

ΔE to the lowest compared entry with this formula, charge and spin of number 4 (C5H12O2)? 4.804 eV